(1)
Here is a structure of composition C5H8N2O2 from the OMol25 dataset. Energies are from ωB97M-V/def2-TZVPD.

Results
frontier orbital gap = 10.58 eV
HOMO level = -0.3678 Ha
E_LUMO = 0.57 eV

Geometry (Å):
N -0.579 1.397 0.616
C -0.648 -0.042 0.381
C -2.019 -0.432 0.023
C -3.144 -0.765 -0.271
C 0.323 -0.388 -0.786
O 0.036 0.410 -1.891
C 1.779 -0.213 -0.372
N 2.314 -0.825 0.679
H -1.418 1.747 1.064
H 0.213 1.632 1.208
H -0.353 -0.638 1.263
H -4.152 -1.098 -0.446
H 0.186 -1.444 -1.060
H 0.003 1.321 -1.555
O 2.351 0.926 -0.437
H 2.035 -1.792 0.796
H 3.073 0.204 0.788

Atomic partial charges in e from the Löwdin method, atoms 1 to 6: atom 1 (N): 0.0670, atom 2 (C): -0.3521, atom 3 (C): -0.0890, atom 4 (C): 0.1352, atom 5 (C): -0.3028, atom 6 (O): -0.0041

=====

(2)
Here is a structure of composition C5H8N2O2 from the OMol25 dataset. Energies are from ωB97M-V/def2-TZVPD.

Results
frontier orbital gap = 9.87 eV
HOMO level = -0.3326 Ha
E_LUMO = 0.82 eV

Geometry (Å):
C 0.176 2.048 0.253
C 0.542 -0.335 1.533
C -0.335 -0.579 0.407
C -0.636 -1.253 -1.479
C -0.024 0.152 -0.870
H -0.562 1.918 1.058
H 0.339 3.209 0.139
H 0.846 -1.173 2.252
H -1.429 -0.158 0.719
H 0.226 -2.575 -0.221
H -0.181 -1.854 -2.316
H -1.828 -1.176 -1.909
H 1.092 0.034 -0.900
N 1.342 0.653 1.764
N -0.504 -1.891 -0.174
O 1.275 1.559 0.688
O -0.340 1.420 -0.944

Atomic partial charges in e from the Löwdin method, atoms 1 to 6: atom 1 (C): -0.2931, atom 2 (C): -0.0947, atom 3 (C): -0.3546, atom 4 (C): -0.1192, atom 5 (C): -0.3393, atom 6 (H): 0.1369

=====

The computed energies, referenced to the most stable structure and given in eV, are (1) 0.000; (2) 2.076.

=====

(1)
Here is a cluster of 2 separate species, C2H4N2O2S2 in total from the OMol25 dataset. Energies are from ωB97M-V/def2-TZVPD.

Results
frontier orbital gap = 8.48 eV
HOMO level = -0.3245 Ha
E_LUMO = -0.35 eV

Geometry (Å):
C -0.367 0.289 1.029
C 0.434 1.354 -1.038
N 0.268 -0.606 1.609
N -0.522 1.148 0.055
O 1.414 -2.480 -0.437
O -0.988 -2.835 -0.275
S -1.385 -0.052 2.441
S 0.305 -2.825 0.410
H 0.045 1.479 -2.069
H 0.929 2.329 -0.729
H 1.192 0.540 -1.014
H -1.324 1.659 0.020

Atomic partial charges in e from the Löwdin method, atoms 1 to 6: atom 1 (C): -0.8712, atom 2 (C): -0.0381, atom 3 (N): -0.1610, atom 4 (N): 0.0052, atom 5 (O): -0.4557, atom 6 (O): -0.4542

=====

(2)
Here is an isolated molecule of C2H4N2O2S2 from the OMol25 dataset. Energies are from ωB97M-V/def2-TZVPD.

Results
frontier orbital gap = 8.04 eV
SMILES = O=C(S)/C(=N/S)NO
HOMO level = -0.3234 Ha
E_LUMO = -0.76 eV

Geometry (Å):
C 0.219 0.124 0.021
C -1.307 0.141 0.228
H -0.623 2.363 0.440
H 1.579 1.834 0.216
H 3.113 -1.933 0.091
H -3.329 -0.850 0.029
N 0.742 1.428 -0.375
N 1.006 -0.896 -0.045
O -0.245 2.257 -0.691
O -1.725 1.033 1.088
S 2.694 -0.644 0.158
S -2.111 -1.422 -0.314

Atomic partial charges in e from the Löwdin method, atoms 1 to 6: atom 1 (C): -0.4560, atom 2 (C): -0.5816, atom 3 (H): 0.2254, atom 4 (H): 0.1569, atom 5 (H): -0.1385, atom 6 (H): -0.0850

=====

The computed energies, referenced to the most stable structure and given in eV, are (1) 0.000; (2) 2.338.